Entry A
21
Properties=species:S:1:pos:R:3 method="wB97M-V/def2-TZVPD" homo_lumo_gap_ev=9.3528 lumo_ha=0.02598 smiles=CNCCCN.O
C 1.67 -0.34 0.43
C 0.97 -0.10 -0.97
C -0.49 0.31 -1.04
C -1.28 -1.77 0.10
N -1.35 -0.29 -0.05
N 1.39 0.35 1.62
H 1.29 -1.36 0.66
H 2.71 -0.46 0.07
H 1.21 -1.02 -1.37
H 1.57 0.58 -1.58
H -0.61 1.35 -0.87
H -0.88 -0.06 -2.02
H -2.13 -2.19 0.57
H -0.41 -1.94 0.76
H -1.17 -2.31 -0.91
H -2.32 -0.07 -0.43
H 1.72 1.32 1.60
H 0.40 0.42 1.76
H -1.47 2.40 0.46
H -0.11 2.54 0.21
O -0.69 2.63 0.98


Entry B
21
Properties=species:S:1:pos:R:3 method="wB97M-V/def2-TZVPD" homo_lumo_gap_ev=9.1671 lumo_ha=0.01498 smiles=CC(C)NCN.O
C 0.41 -0.37 2.52
C 1.02 -0.28 1.13
C 1.32 1.19 0.82
N 0.13 -0.90 0.15
C 0.75 -1.64 -0.92
N -0.20 -2.39 -1.70
H 0.33 -1.39 2.90
H 0.98 0.20 3.27
H -0.62 0.02 2.53
H 1.96 -0.82 1.12
H 2.28 1.49 1.25
H 1.43 1.44 -0.24
H 0.59 1.84 1.29
H -0.57 -0.25 -0.19
H 1.32 -1.01 -1.62
H 1.46 -2.32 -0.45
H -0.69 -1.78 -2.34
H -0.85 -2.87 -1.10
H -3.33 2.96 -1.20
H -1.96 3.25 -1.81
O -2.85 3.60 -1.73


Entry C
21
Properties=species:S:1:pos:R:3 method="wB97M-V/def2-TZVPD" homo_lumo_gap_ev=10.2754 lumo_ha=0.03690 smiles="CNOC.C=C.N"
C -1.43 -0.43 -2.37
C -2.29 -0.66 -1.40
N 1.57 0.62 -1.83
H 2.43 0.08 -1.83
H 1.83 1.60 -1.87
H -1.32 0.53 -2.84
H -0.76 -1.20 -2.74
H -0.76 -0.11 0.25
H -2.96 0.11 -1.04
H -2.40 -1.63 -0.94
C 1.59 -1.16 1.86
C -0.56 1.33 1.68
N -0.05 0.21 0.91
O 0.21 -0.91 1.76
H 1.12 0.48 -0.93
H 2.02 -1.41 0.89
H 1.68 -2.02 2.53
H 2.12 -0.30 2.28
H -1.46 1.08 2.25
H -0.77 2.13 0.98
H 0.22 1.65 2.38


entry B is the most stable structure; the next one sits 146.5 kJ/mol above it.


Entry A
21
Properties=species:S:1:pos:R:3 method="wB97M-V/def2-TZVPD" homo_lumo_gap_ev=9.8855 lumo_ha=0.03368 smiles=CC(C)NCN.O
C -2.33 0.21 -0.68
C -1.13 -0.72 -0.75
C -0.58 -0.80 -2.21
N -0.03 -0.33 0.14
C 0.73 0.82 -0.24
N 1.44 1.26 0.97
H -3.18 -0.15 -1.26
H -2.08 1.18 -1.11
H -2.62 0.35 0.35
H -1.40 -1.75 -0.53
H -1.30 -1.37 -2.80
H 0.35 -1.34 -2.18
H -0.57 0.18 -2.65
H -0.39 -0.15 1.07
H 0.15 1.66 -0.66
H 1.45 0.60 -1.03
H 2.15 1.92 0.69
H 1.90 0.39 1.25
H 2.85 -1.35 3.88
H 1.93 -0.16 3.60
O 2.66 -0.45 4.15


Entry B
21
Properties=species:S:1:pos:R:3 method="wB97M-V/def2-TZVPD" homo_lumo_gap_ev=9.3363 lumo_ha=0.03265 smiles=CNCCCN.O
C 2.07 -0.09 1.38
N 1.46 -1.01 0.41
C 0.03 -1.27 0.55
C -0.79 -0.05 0.91
C -0.89 1.19 0.00
N -2.28 1.46 -0.30
H 2.02 -0.47 2.42
H 3.13 0.03 1.18
H 1.55 0.86 1.38
H 2.04 -1.84 0.53
H -0.21 -2.05 1.28
H -0.29 -1.65 -0.42
H -0.42 0.27 1.88
H -1.79 -0.34 1.25
H -0.24 1.10 -0.87
H -0.41 2.03 0.51
H -2.40 1.87 -1.20
H -2.93 0.74 -0.04
H 0.65 -0.85 -1.94
H 0.52 -0.26 -3.41
O 0.28 -0.15 -2.50


entry A is the most stable structure; the next one sits 61.5 kJ/mol above it.